[1]
54
Properties=species:S:1:pos:R:3:mulliken_charge:R:1 method="wB97M-V/def2-TZVPD" orbital_gap_ev=7.27 e_above_lowest_ev=0.000 charge=-2 energy_ha=-3337.74595 fmax_ev_per_a=0.71 homo_ev=-3.36
Pd 0.7777 0.4779 0.9939 0.858
S -3.6470 -0.4439 0.9431 -0.123
S -2.4406 -1.5233 -1.8415 1.203
F 1.2236 -4.2576 0.3522 -0.318
F -1.1608 -2.1873 2.8731 -0.272
F 2.1478 -4.4573 2.9594 -0.297
F 3.0766 -2.5360 3.2795 -0.211
F -0.5159 -4.2413 2.7248 -0.335
F 1.2620 -3.0269 4.3260 -0.282
F 2.9772 -3.0365 0.6745 -0.299
F -1.0408 -3.1341 0.9456 -0.248
F 1.2796 -2.2095 -0.3550 -0.129
O 6.9262 3.5655 1.2776 -0.727
O -3.5392 -2.2515 -1.2348 -0.713
O 1.9150 4.2202 0.2344 -0.720
O 7.6484 1.4502 1.5610 -0.740
O 0.6615 2.4010 0.4790 -0.685
O -1.5954 -2.2149 -2.7790 -0.776
O 1.1171 -1.1782 2.1801 -1.128
N -4.9501 2.8133 -5.0789 -0.618
N -1.2317 0.3496 1.2098 0.122
N 2.7654 0.8446 0.8427 -0.184
N -1.5121 -0.7849 -0.7859 -0.303
C 1.8967 -3.1456 3.1464 0.396
C -4.3537 1.8395 -4.2642 1.133
C -2.4280 0.5222 -3.6648 -0.631
C 6.7991 2.3331 1.3513 0.488
C -4.5309 0.1196 -2.5861 -0.320
C 5.3502 1.8097 1.1531 0.373
C -3.2277 0.5032 2.3292 -0.314
C -0.4350 -3.0269 2.1335 0.574
C 4.2881 2.6747 0.9169 -0.436
C 1.7941 3.0311 0.4690 0.392
C 1.0511 -2.4916 2.0037 1.355
C 1.6257 -3.0063 0.6425 0.350
C -1.9192 0.8145 2.2960 -1.027
C 5.0705 0.4503 1.2132 -1.076
C -3.1919 -0.1883 -2.7485 -0.229
C 3.7709 0.0005 1.0637 -0.027
C -5.1102 1.1306 -3.3386 -0.647
C 3.0138 2.1642 0.7639 0.380
C -1.9927 -0.3338 0.3548 0.697
C -3.0024 1.5276 -4.4171 -0.688
H -1.3817 1.3997 3.0258 0.432
H -2.4026 2.0857 -5.1262 0.248
H 3.5135 -1.0481 1.1289 0.486
H -6.1574 1.3762 -3.2036 0.243
H -3.9477 0.7441 3.0903 0.401
H -5.1148 -0.4464 -1.8743 0.446
H -1.3825 0.2732 -3.7814 0.424
H 4.4517 3.7403 0.8437 0.562
H 5.8843 -0.2380 1.3934 0.482
H -5.7704 3.2374 -4.6746 0.226
H -4.3053 3.5085 -5.4215 0.231



[2]
8
Properties=species:S:1:pos:R:3:mulliken_charge:R:1 method="wB97M-V/def2-TZVPD" orbital_gap_ev="8.40 / 8.40" e_above_lowest_ev=1.850 energy_ha=-602.22692 fmax_ev_per_a=6.11 homo_ev="-8.99 / -8.99"
S 1.8715 0.6372 -0.3667 -0.209
N -1.4262 0.2851 -0.2791 0.879
N -1.9627 1.3469 -0.2470 -0.676
N -1.0019 -0.7446 -0.5212 -0.460
C 1.3690 -0.8122 0.1296 -0.475
H 0.8419 -0.8249 1.0111 0.339
H 1.6951 -1.7399 -0.1078 0.338
H -1.3866 1.8523 0.3812 0.264



[3]
10
Properties=species:S:1:pos:R:3:mulliken_charge:R:1 method="wB97M-V/def2-TZVPD" orbital_gap_ev="6.49 / 8.89" e_above_lowest_ev=0.000 energy_ha=-346.35940 fmax_ev_per_a=3.88 homo_ev="-5.63 / -11.28" multiplicity=3
F 1.9741 0.4607 -0.4675 -0.269
O 0.3460 3.0522 2.0473 -0.345
N 0.6249 -1.1239 -1.3686 -0.459
C -0.0614 2.1061 1.5061 0.440
C -0.4216 1.0701 0.7139 -0.720
C 1.2199 -0.6898 -0.4018 0.073
H 1.1275 -1.2279 0.6259 0.387
H -0.9872 0.3467 1.2813 0.341
H -0.9901 1.3810 -0.2226 0.271
H 0.7185 -0.6716 -2.3433 0.282



[4]
48
Properties=species:S:1:pos:R:3:mulliken_charge:R:1 method="wB97M-V/def2-TZVPD" orbital_gap_ev=8.43 energy_ha=-1373.65892 fmax_ev_per_a=5.83 homo_ev=-9.56
I 2.0114 -1.1816 -0.5977 0.178
O 2.0248 -4.7945 0.4063 -0.514
O 5.5621 -5.1533 -2.7493 -0.514
O -6.0015 2.9956 1.3642 -0.298
O 7.0449 -1.4572 -1.8500 -0.374
O 3.8196 -5.3797 -1.0618 -0.295
O -0.6738 1.2257 0.4710 -0.341
C 7.3649 -2.4965 -0.8977 0.020
C 5.6404 -1.1153 -1.8439 -0.422
C 8.5217 -3.4079 -1.6039 -0.913
C -7.6752 4.5758 1.9260 -0.549
C 4.6338 -4.7183 -2.0397 0.364
C 4.1304 -3.2059 -2.0199 0.351
C -1.6643 1.9969 -0.2242 -0.507
C -8.1834 3.1928 2.2654 -0.536
C -2.6974 1.1183 1.6990 -0.484
C 2.8572 -4.4745 -0.4758 0.606
C -7.2575 2.3088 1.4539 -0.453
C -1.3096 0.5269 1.5512 -0.479
C -6.1810 4.3447 1.8171 -0.478
C 4.7680 -2.0071 -2.9063 -0.644
C 3.0686 -2.9977 -1.0993 -0.171
C -3.0158 1.5321 0.2802 -0.263
H -1.4933 3.0526 0.0120 0.277
H -3.3495 0.6612 -0.2940 0.234
H -3.4165 0.4158 2.1237 0.343
H 9.0850 -2.6710 -2.2973 0.243
H -5.6919 4.4387 2.7926 0.298
H 5.5324 -0.0067 -2.1166 0.249
H 7.7829 -2.1263 0.1005 0.279
H -7.6354 2.1676 0.4355 0.281
H -1.5482 1.8579 -1.3018 0.270
H -8.0445 2.9983 3.3341 0.262
H -0.7103 0.6293 2.4588 0.274
H -1.3571 -0.5340 1.2819 0.295
H -7.9362 5.3344 2.6660 0.323
H -9.2369 3.0403 2.0246 0.330
H -8.0762 4.8908 0.9569 0.268
H 8.0822 -4.2357 -2.2620 0.197
H -5.7000 5.0336 1.1186 0.282
H 5.2019 -1.2436 -0.7836 0.365
H -2.6605 2.0026 2.3440 0.220
H -3.7851 2.3026 0.2095 0.175
H 6.5114 -3.2190 -0.6620 0.052
H 5.5083 -2.3990 -3.6855 0.274
H 9.2890 -3.7954 -0.8394 0.319
H -7.1081 1.3271 1.9092 0.267
H 3.9682 -1.3500 -3.3905 0.340



[5]
100
Properties=species:S:1:pos:R:3:mulliken_charge:R:1 method="wB97M-V/def2-TZVPD" orbital_gap_ev="4.49 / 6.12" e_above_lowest_ev=0.000 charge=-2 energy_ha=-4663.96119 fmax_ev_per_a=0.42 homo_ev="-0.80 / -2.43" multiplicity=2
I 1.4704 5.5144 5.3157 -0.029
Cd 0.6657 1.7517 0.3148 2.882
S 1.9289 3.8587 -0.4269 -0.747
S 3.5605 -1.1182 -1.1299 -0.415
S 1.8976 -0.1185 1.6725 -0.593
P 3.6036 -0.6712 0.7611 0.447
P -2.6619 0.3181 1.2291 1.219
P -0.0508 -1.9961 -1.2877 0.036
O 4.7534 0.3987 1.1136 -0.289
O 4.1896 -1.9202 1.5902 -0.412
N -0.7563 1.3540 -1.3018 0.955
N 0.2862 2.8001 2.3126 0.371
N -0.8991 2.9100 2.9591 -0.453
C -3.6085 -3.0733 -3.1322 -0.633
C -1.8643 2.1884 -1.4087 0.987
C -6.2042 1.9195 2.6451 -0.591
C 4.4270 -1.8010 2.9943 -0.244
C -2.2948 -2.6835 -2.9358 -0.332
C -0.7997 0.4910 -2.3422 -1.238
C 1.2017 -5.7469 -2.3785 -0.538
C -6.6004 1.0924 0.4244 -0.571
C 2.5802 3.5749 -2.0337 0.873
C 5.9153 -1.7273 3.2616 -1.145
C -2.1540 -2.6510 4.7499 -0.470
C -0.7191 3.7501 3.9729 -0.432
C 0.5594 -4.6768 -1.7805 -0.612
C -4.8834 1.5115 2.5634 -0.194
C 0.6027 4.2020 3.9886 -0.666
C -3.3240 -2.6729 4.0016 -0.596
C 4.6422 1.7207 0.5611 1.278
C 2.4224 -4.2277 -3.7693 -0.744
C -2.1616 3.2001 -0.5077 -1.584
C -1.7816 -2.5147 -1.6510 -0.049
C -4.4348 -3.3088 -2.0374 -0.521
C 1.2003 3.5731 2.9072 -0.510
C -1.1774 -1.7070 4.4623 -0.677
C 2.8757 4.6564 -2.8745 -0.602
C -3.5106 -1.7607 2.9733 -0.294
C -2.6170 -2.7559 -0.5662 -0.247
C -7.0676 1.7073 1.5747 -0.382
C 2.8581 2.2946 -2.5216 0.452
C 3.6929 3.1828 -4.6010 -0.478
C -2.5994 1.8084 -2.5606 -1.556
C 2.1378 -5.5271 -3.3822 -0.417
C -1.3685 -0.7914 3.4382 -0.216
C 0.1713 -0.6235 -2.5177 0.196
C -1.9149 0.7411 -3.1439 -0.480
C -3.9361 -3.1536 -0.7542 -0.394
C 1.7683 -3.1570 -3.1713 -0.032
C 5.9814 2.1335 0.0027 -1.556
C 3.4214 4.4629 -4.1332 -0.453
C -5.2715 0.6890 0.3441 -0.362
C 0.8178 -3.3618 -2.1748 0.265
C -2.5371 -0.8083 2.6768 -0.115
C -4.4038 0.8866 1.4124 -0.323
C 3.4041 2.1004 -3.7791 -0.837
H 4.3038 2.3858 1.3579 0.014
H 6.3330 -0.8300 2.8074 0.222
H 6.2968 1.4285 -0.7664 0.330
H -1.5280 3.9943 4.6454 0.385
H -4.5713 -3.3268 0.1059 0.407
H -4.2067 1.6834 3.3918 0.367
H -2.0036 -3.3652 5.5503 0.343
H -4.4307 -1.7826 2.3987 0.407
H 6.4232 -2.5970 2.8425 0.283
H -3.9934 -3.1914 -4.1384 0.389
H -4.0949 -3.4033 4.2187 0.379
H 2.6616 5.6575 -2.5196 0.377
H 3.6128 1.0894 -4.1109 0.372
H 5.8940 3.1244 -0.4452 0.375
H -6.5612 2.4106 3.5425 0.365
H -5.4661 -3.6047 -2.1892 0.363
H 2.0295 -2.1519 -3.4691 0.417
H -1.6535 -2.5086 -3.7925 0.402
H 3.8824 1.7437 -0.2222 -0.769
H -8.1007 2.0286 1.6384 0.337
H -0.1636 -4.8603 -0.9928 0.358
H 2.6482 -6.3617 -3.8475 0.349
H 0.9786 -6.7571 -2.0555 0.373
H -2.2342 -2.6196 0.4384 0.625
H -3.0432 3.8068 -0.6595 0.223
H 6.7455 2.1667 0.7823 0.359
H -1.5066 3.4674 0.3108 0.196
H 6.1026 -1.7004 4.3380 0.370
H -0.2596 -1.6759 5.0358 0.442
H 0.0729 -1.0114 -3.5351 0.659
H -0.6048 -0.0482 3.2357 0.264
H 3.1642 -4.0387 -4.5356 0.378
H 2.2098 3.6361 2.5360 0.184
H -2.1676 0.2018 -4.0452 0.519
H -4.8935 0.2268 -0.5607 0.387
H 3.6344 5.3240 -4.7586 0.291
H 4.1202 3.0323 -5.5852 0.357
H 3.9861 -2.6884 3.4549 0.387
H -3.5016 2.2901 -2.9060 0.452
H 1.2008 -0.2843 -2.3856 -0.194
H -7.2639 0.9341 -0.4174 0.382
H 2.6638 1.4393 -1.8905 -0.814
H 3.9077 -0.9262 3.3922 0.257
H -2.0568 1.4239 1.8856 -0.500



[6]
104
Properties=species:S:1:pos:R:3:mulliken_charge:R:1 method="wB97M-V/def2-TZVPD" orbital_gap_ev="6.92 / 5.31" e_above_lowest_ev=0.000 charge=+2 energy_ha=-3185.15877 fmax_ev_per_a=0.73 homo_ev="-12.60 / -12.78" multiplicity=3
Sb -1.6342 -0.1035 -0.1835 -0.870
Mo 1.0229 0.6145 -0.6204 -3.261
P 0.9589 3.0922 0.4247 1.892
Si -1.7210 -3.0608 1.5259 0.170
Si 2.2048 1.2114 -2.9644 1.067
Si -2.8818 -0.3109 2.7527 0.400
N -0.3906 1.1490 -4.4191 -0.217
N 0.8033 -0.1615 1.4727 2.149
C 0.3365 1.2060 -2.1707 3.324
C 2.0316 0.0430 1.9834 -0.390
C 0.2102 -1.1822 3.5220 -0.525
C 1.1897 -2.2519 -2.1203 0.480
C 1.4738 -0.9664 4.0297 -1.475
C -4.4073 -0.0926 1.6927 -1.197
C 0.0917 -4.1438 -3.9328 -1.068
C -2.8452 2.3289 -3.8438 -0.947
C -1.4866 -1.1348 1.6721 2.290
C -0.1261 -0.8069 2.2175 -2.649
C -0.5089 -3.7689 0.3112 -0.514
C 2.8302 3.2039 4.0339 -0.741
C 0.0204 -1.9813 -2.8708 0.488
C -0.5127 -2.8839 -3.7472 -0.661
C 2.2091 2.8309 -3.8677 -1.536
C 2.9260 -1.7350 -0.5340 -0.005
C -2.8581 -1.2186 -1.5040 -1.312
C 1.7656 -1.3298 -1.1667 1.817
C -0.7037 1.5156 -3.1696 0.357
C 2.4274 -0.3460 3.2343 -1.360
C 3.5400 -2.9850 -0.7541 -1.422
C -0.6449 3.8773 0.1098 -1.646
C 2.5420 3.0408 2.6895 -0.765
C 2.1185 4.3072 -0.2775 -1.380
C -1.9094 2.1198 -2.8375 -0.284
C -1.3827 -3.9121 3.1507 -1.245
C 0.2674 3.7079 3.0845 -0.534
C 1.8314 3.6115 4.9107 -0.639
C -3.3402 -1.2478 4.2930 -1.133
C 1.8016 -3.5161 -2.3349 1.412
C -3.4705 -3.4648 1.0236 -1.098
C 1.2276 -4.4434 -3.2409 -0.935
C -2.5382 1.9305 -5.1307 -0.671
C 3.3767 1.3591 -1.4663 -0.801
C -1.2958 1.3505 -5.3707 -0.637
C 0.5536 3.8643 4.4351 -0.658
C -2.2209 1.3703 3.2100 -0.665
C 2.6649 -0.1856 -4.0728 -1.218
C 2.9832 -3.8616 -1.6351 -1.019
C 1.2568 3.2877 2.2005 0.580
H -4.3354 0.7672 1.0173 0.335
H -2.5324 -2.2574 -1.5187 0.406
H -3.8941 -1.1434 -1.1780 0.727
H -3.0177 1.9958 3.6228 0.694
H -3.8021 -2.2159 4.0989 0.331
H -1.0195 1.0367 -6.3706 0.506
H 4.2326 0.7255 -1.7214 0.475
H -0.4555 -1.0211 -2.7632 -0.700
H 3.4330 -0.1523 3.5796 0.619
H -1.9429 -3.5469 4.0081 0.351
H -0.2217 4.2003 5.1118 0.456
H -0.4823 -4.8522 0.4679 0.615
H 3.4334 -4.8305 -1.8182 0.487
H -0.3358 -4.8586 -4.6233 0.415
H 1.7174 -5.4009 -3.3729 0.468
H -1.4657 3.2782 0.5054 0.199
H -0.7472 -3.5994 -0.7420 0.012
H -3.7934 2.8015 -3.6217 0.519
H 3.3164 0.2156 -4.8561 0.614
H 3.2014 -0.9751 -3.5463 0.279
H -1.8205 1.8905 2.3305 -0.317
H 3.1544 1.0155 -0.4392 0.127
H -5.2592 0.1096 2.3501 0.488
H -0.5363 -1.6706 4.1304 0.605
H 3.3383 2.7370 2.0159 0.323
H 1.7833 -0.6068 -4.5556 0.247
H 3.7062 2.3899 -1.3592 0.475
H -3.2338 2.0735 -5.9467 0.492
H 1.7188 2.7017 -4.8332 0.329
H -0.3199 -3.9360 3.4021 0.359
H -2.7533 -0.7800 -2.4951 0.400
H 3.4339 -1.0884 0.1743 0.324
H -0.7321 3.9304 2.7335 0.296
H 0.5038 -3.3933 0.4884 0.048
H 3.1400 4.0742 0.0150 0.414
H -2.5123 -1.3937 4.9886 0.394
H -2.1152 2.4299 -1.8219 0.372
H -1.4036 -2.6299 -4.3098 0.488
H -1.4173 1.3241 3.9492 0.277
H 2.7240 0.5760 1.3446 0.229
H -4.0851 -0.6364 4.8149 0.493
H 3.2473 3.1254 -4.0521 0.497
H 4.4484 -3.2372 -0.2222 0.405
H -0.7664 3.9733 -0.9693 0.383
H -3.5015 -4.5381 0.8086 0.468
H -4.1824 -3.2828 1.8311 0.303
H -4.6697 -0.9740 1.1094 0.381
H -0.6810 4.8713 0.5558 0.597
H -3.8340 -2.9572 0.1321 0.365
H 2.0534 3.7454 5.9616 0.442
H 1.8730 5.2930 0.1174 0.534
H 1.7101 -1.2787 5.0394 0.506
H 1.7135 3.6437 -3.3360 0.313
H -1.6894 -4.9522 2.9897 0.454
H 2.0554 4.3299 -1.3638 0.235
H 3.8339 3.0264 4.3980 0.502